Entry 1:
Entry from OMol25: the ion C4H6BrN2 with charge +1 in a non-equilibrium geometry (ωB97M-V with the def2-TZVPD basis set).

```
13
Properties=species:S:1:pos:R:3
C 0.1519 1.1122 -0.2949
C 1.8640 -0.6613 0.0340
H -0.8075 -1.8530 0.8221
H 0.6711 2.0217 -0.4191
H 2.3347 -0.4728 -0.9875
H -1.7934 1.9688 -0.4652
H 2.6097 -0.2503 0.8131
N -0.5494 -0.9487 0.3191
N -1.1886 1.2229 -0.1739
C -1.8545 0.0968 0.0558
C 0.5178 -0.1767 0.0125
H 1.6889 -1.7518 0.1546
Br -3.6447 -0.3078 0.1294
```

As for the expectation value of S²: 2.01. The energy above the lowest of the compared OMol25 structures with the same formula, charge and spin is 0.0 kJ/mol. The net charge is +1. Its highest occupied orbital energy (alpha / beta) is -10.62 / -15.58 eV. The LUMO energy (alpha / beta) is -3.141 / -7.055 eV. The calculation puts the frontier orbital gap (alpha / beta) at 7.48 / 8.52 eV. The value obtained for the electronic energy is -77256.530 eV. Its spin multiplicity is 3.

---

Entry 2:
Entry from OMol25: a structure of composition C65H160As2F27N12O31S5 in a non-equilibrium geometry (ωB97M-V with the def2-TZVPD basis set).

```
302
Properties=species:S:1:pos:R:3
H 6.7924 -3.5337 -0.1317
C 4.7547 2.0797 3.7628
O 7.9700 5.2008 4.0576
H 8.5136 -6.6494 2.3376
H -2.1520 5.4271 -6.3497
O 1.3956 -2.8790 -5.3684
H -9.0666 -3.2433 0.6161
H 11.8489 -4.2461 6.9221
H -4.4595 4.8830 -6.5108
O 6.8425 -5.0852 1.2126
O -4.3002 2.9576 -6.0932
F -4.4412 4.1186 4.0318
O -2.5853 -1.7803 3.9411
H 3.1677 7.8071 7.5836
F 0.3029 0.5521 -0.9283
H -0.2432 -2.6344 5.7966
F -1.4614 -1.3581 -4.7737
H 2.0947 4.3709 4.2816
O 4.4225 5.9297 -5.3333
C -5.6244 2.6350 -6.4120
O 4.4014 3.3553 1.8420
H 8.2067 -3.7027 1.6833
H 0.7722 -3.4795 -2.6695
As -4.7666 2.3557 3.8789
C -6.0051 7.0859 -0.5556
H 3.2193 1.5128 -7.0114
H -10.1956 -5.2318 4.3063
N 6.0862 2.7352 3.7660
F -4.2416 2.1136 5.6165
C -2.3380 -1.0019 5.0946
C -1.5850 2.4061 -2.8800
H 1.9366 -7.9281 -2.7652
S 2.4239 -7.7422 0.5703
O 0.1999 -6.6771 -2.9667
H 2.8345 3.1844 0.5602
C -0.7728 -1.2768 -5.9425
H -1.2437 4.3366 0.6332
H -1.8272 -2.2993 -2.6184
H -0.9905 3.2195 -2.4642
C -1.0101 -4.4082 1.1235
N 7.9064 -5.2058 3.8764
F 1.3045 0.3835 1.5221
F -0.0644 -1.5047 1.9980
H 6.7814 2.1422 3.3356
H -3.8835 -9.5584 -2.0645
C 6.4765 6.6572 7.0511
H 6.5782 7.3856 7.8556
As 0.1031 -0.4785 0.5173
C 1.6988 -2.8574 5.0441
C 5.0454 5.4166 -6.4245
H 9.8980 -6.8449 6.2635
H 1.8840 -5.6544 -2.7000
H -2.4588 -6.5266 1.7635
H 4.8395 1.1147 4.2626
O 2.6615 -8.5673 1.7569
C -2.0300 -6.4428 -6.3712
F -5.1870 0.6050 3.7196
H -4.1222 4.4077 -0.5555
H -3.6283 3.6941 0.9545
H 11.7725 -3.8107 5.1081
C -10.8169 -4.3254 0.2444
N 2.3979 6.4283 6.0670
H -5.9816 1.8053 -5.8020
N -0.8820 -4.1710 -5.8860
F -1.3788 -1.2709 -0.1978
C 9.7329 -6.1043 5.4809
N -1.6980 -8.2394 -0.4604
C -5.6974 8.6338 -0.6683
F -1.9275 -7.5445 -7.1757
H 0.0059 -4.5578 -1.4682
H 0.9196 5.3004 3.2072
C -1.0761 -0.1318 4.9704
H -4.7156 7.2743 1.0109
H 4.4267 3.0267 -0.2161
H -1.6585 -8.7856 0.3883
C -3.7906 4.0629 -6.7720
C -2.5887 7.7587 -3.0659
C 0.6245 -1.9930 5.6424
C -5.3051 -5.2877 -3.2756
H -4.5932 10.7441 -1.2590
H -7.0572 -0.2929 1.0001
O -2.8986 5.6081 0.7067
H 0.1100 -1.2455 3.6739
H 4.6651 3.7722 -7.8839
H -2.9853 -11.6589 1.4642
O 0.6815 -2.8770 -7.6535
H -5.6657 2.3770 -7.4703
F -3.3659 -6.1619 -6.2817
N -5.5411 6.7031 0.9000
C 0.9134 -5.5245 -3.1787
O 3.5912 1.7835 -3.6218
C -3.3176 -1.2986 2.8658
H -3.7393 3.8570 -7.8411
C 2.7337 -5.8621 0.9524
H -0.9471 6.0351 0.1644
H -1.0207 1.4752 -2.8232
H 4.6994 7.9334 -5.5715
H 7.9725 -4.2007 3.9502
F -6.4600 2.6482 4.4917
H 4.8971 2.6477 -5.5334
O -4.1427 -4.9714 -2.5782
C -1.5991 2.5960 -4.4441
H -1.6771 -10.8920 0.5873
C 9.2552 5.6795 3.7099
H 5.2162 6.2006 -7.1622
H -6.1677 -4.7332 -2.9061
H -0.1279 -3.9468 0.6798
F -1.1213 0.5876 1.2656
H 1.3539 -3.6586 4.3905
C 0.1828 -4.3858 -2.5299
H 6.0125 5.0286 -6.1047
H 5.7370 -4.9708 -0.4312
H -1.2754 0.6121 4.1991
C -6.7800 -0.5496 -0.0223
C 0.9918 -7.8552 -3.3039
F 1.1524 -1.7592 -0.2108
O 0.2580 -5.6702 -7.5675
C 3.8616 3.5493 0.5556
H 3.2943 4.5465 -7.2522
C -5.2969 5.2278 1.1216
H -7.5820 -1.8704 -2.3551
H -5.8509 8.9648 -1.6954
H 4.0588 1.4765 -1.6430
H 1.1690 -5.3927 -4.2301
H -2.6651 2.0562 -0.3573
H -2.1992 1.7681 -4.8217
H 0.9505 7.1183 4.7285
C 5.0070 7.1409 -4.8893
H -3.1968 -0.3592 5.2885
F 1.9135 -5.5956 1.9781
H 6.9243 -5.3604 3.6979
H 5.3043 1.5260 1.7314
H 8.3188 4.4801 5.9358
H 0.4338 -8.7911 -3.2772
H -2.2088 -1.6003 5.9964
H -5.8417 -1.0929 0.0896
H -3.2141 -0.2410 2.6227
H 1.1467 -7.7503 -4.3778
H -9.8131 -3.4867 4.4878
H -10.4096 -5.8342 1.8216
C -2.1543 -3.3129 -2.3862
C 11.5239 -4.5017 5.9135
H -1.7745 4.7991 -4.3746
C -3.6190 -3.6642 -2.8398
C -3.9554 4.6286 0.4988
H -6.7318 0.2760 -0.7324
H 10.3456 -6.4127 4.6338
H -3.1507 3.8919 -4.4360
F -2.8091 9.0961 -3.1632
H -11.4090 -3.8721 4.2059
H 6.0968 7.1276 -4.8734
H 2.2496 -3.4198 5.7982
F 1.2239 5.6966 -1.9122
H -6.1623 7.0064 1.6364
H -11.0369 -5.2139 -0.3474
O 0.1645 8.0471 -2.7741
H 1.6057 6.2906 6.6782
O 0.0946 4.9706 5.1240
C -1.7565 -9.2747 -1.6009
C -1.6589 5.2103 0.1309
H -5.3734 -6.3751 -3.3085
C 4.5164 2.0170 2.3026
F 1.8432 3.9295 -2.9479
H 2.7554 8.6027 6.1156
H -5.5500 6.4043 -1.2742
C 6.1055 -4.2580 0.3064
C 3.5296 -2.7289 3.3629
C -9.1350 -3.0522 -1.4071
H -11.8446 -4.8065 2.0189
H 7.5486 -5.6303 5.8975
H -2.8884 0.6312 -1.4209
N -1.2237 -4.2440 -3.1247
H 4.5260 7.5893 4.8857
F -3.4747 7.0787 -3.8095
H 5.3567 -3.5904 0.7326
O 1.7018 7.0001 -5.0910
H 0.9629 -1.4406 6.5191
O 10.1402 -4.7496 5.7929
C 8.1913 -6.0867 5.1447
C -4.2852 10.4942 -0.2437
O 1.0450 4.7535 -5.5620
C -10.8113 -4.8318 1.6731
C -3.1590 1.6732 -1.2503
H -6.2933 3.4732 -6.2170
O -1.3626 -5.5268 0.2881
C -2.5710 -6.1817 0.7357
H 0.9343 -0.1795 4.6181
C 8.0116 4.0710 4.9733
C -7.7794 -2.3014 -1.3736
F 3.9989 -5.7048 1.2968
H 3.9145 0.3633 -5.1262
H -0.9196 -9.9600 -1.4668
H -3.7762 -7.7921 -0.1057
C 4.6083 7.6161 5.9723
F -5.4000 2.6361 2.2165
H 9.8147 -5.5654 2.7665
H 4.7861 7.4590 -3.8704
O -0.8611 8.2607 -5.1028
N 4.0796 3.1812 -5.7926
H -3.3311 -5.4019 0.6896
H -0.8672 -4.6699 2.1720
N -2.2086 3.9861 -4.7877
C 3.7637 0.8857 -2.5101
H 7.1567 6.8842 6.2303
H 3.1490 -3.4703 2.6603
H -2.9665 -10.9979 -2.2560
H 5.9442 4.0127 5.5318
H 7.8667 -7.1049 4.9300
C 3.1878 7.6795 6.5013
H 5.1746 8.4770 6.3276
H -9.9940 -2.3815 -1.4239
H -4.3311 -3.0651 -2.2722
H -11.5144 -3.5067 0.0676
C -2.6499 -11.3690 0.4684
C 1.2786 5.0903 4.2147
O 3.4395 -8.0781 -0.4469
H -6.2268 4.7280 0.8500
C -2.3804 4.3672 -6.2376
O 2.5314 -2.0438 4.2230
O 1.0349 -7.7153 0.0497
C -10.4095 -4.2240 3.9503
H -3.6957 -3.5002 -3.9147
F 3.0741 5.7466 -2.8640
O -1.7154 -4.3881 -8.1688
H 4.1038 2.8095 4.2442
H -1.5788 3.7946 -6.7042
H 4.4862 0.0797 -2.6390
H -2.0157 -3.5154 -1.3242
H 2.8512 0.3266 -2.3032
H 8.7549 -4.9623 0.5318
S -0.7657 7.5608 -3.8102
H -1.5521 -8.7054 -2.5076
N -0.7337 6.0544 -4.0495
H 2.6478 6.8367 4.0415
O -2.9234 2.3806 -2.4251
F -1.4644 -6.7870 -5.2166
H 3.6122 1.4319 2.1350
F -2.6977 7.4487 -1.7990
H -0.8887 -7.6355 -0.4378
C -1.0273 4.4874 4.4535
H 9.1877 6.7083 3.3562
H 10.0146 5.7357 4.4898
H -4.2244 1.7332 -1.0279
H 9.6962 5.0526 2.9349
C 1.8005 6.4471 4.6057
H 2.9049 5.5807 6.2782
O 5.2189 6.4184 6.4021
S -0.9241 -5.0062 -7.1477
O -4.4284 9.0468 -0.1723
H 4.3425 -3.2813 3.8342
H 3.9616 -1.9966 2.6808
H -1.5226 5.2284 3.8261
H 3.8774 4.6364 0.4767
H -1.6407 -5.1619 -3.0635
H 12.0767 -5.3892 5.6057
C -3.0632 -10.1199 -1.6174
S 0.2904 -2.9361 -6.2993
F 2.2510 -5.0719 -0.0169
H -0.6400 3.6618 3.8565
H -5.2970 5.1313 2.2074
C 8.7388 -5.6155 2.5993
C 3.1920 1.1282 -4.8416
H 2.1429 2.5714 -6.1699
O -3.4766 -10.5419 -0.2844
H 2.2347 0.6202 -4.7250
H -0.6467 2.4567 -4.9555
C 4.2720 4.1718 -6.9491
H -2.9490 -6.7928 -1.2787
H -4.3374 -1.5344 3.1697
H 6.7189 2.4223 5.7424
H -1.1667 -4.0733 -4.1186
N -9.3666 -3.8745 -0.1130
C 6.6593 3.3072 5.1088
H 8.7798 3.3487 4.6970
H -4.9691 10.9514 0.4714
O -7.8858 -1.3614 -0.3565
N 0.2153 -0.8888 4.6129
C 3.0892 2.0405 -6.0666
H -6.4612 9.1957 -0.1308
H -0.8892 0.3558 5.9272
H -3.1284 -1.9088 1.9826
H -1.8133 5.0471 -0.9357
C 8.1959 -4.7667 1.4469
H -1.6889 4.0957 5.2262
C 1.8462 5.2646 -3.0274
H -8.6973 -4.6267 -0.0333
F -1.7766 -1.2164 -6.8871
H -3.2305 10.7096 -0.0726
H -6.9736 -3.0273 -1.2650
H -2.4558 -12.2956 -0.0720
F -3.0629 2.0872 3.3731
H 3.8105 3.6041 -4.9158
H -7.0609 6.8473 -0.4270
F -0.0047 -0.2078 -6.0129
H -1.7349 -3.6048 1.2546
H -5.4050 -4.9504 -4.3073
H -9.2787 -3.8952 -2.0829
H 6.8399 5.6803 7.3700
O -10.2140 -3.9683 2.5822
S 0.9428 5.8546 -4.5919
C -2.8402 -7.2703 -0.3049
H 5.9986 3.5023 3.1149
```

The net charge is +5. Its highest occupied orbital energy is -15.24 eV. The LUMO energy is -8.589 eV. The calculation puts the frontier orbital gap at 6.65 eV. The value obtained for the electronic energy is -400522.285 eV.